Entry 1:
{"formula": "C3HF", "method": "ωB97M-V with the def2-TZVPD basis set", "species": ["C", "C", "C", "F", "H"], "coordinates": [[2.40994, -2.05590, 0.69738], [1.65694, -1.23720, 0.09009], [0.73487, -0.58151, -0.58048], [0.42689, -0.66373, -1.83181], [-0.41733, 0.36506, 0.08342]], "atomic_forces_ev_per_a": [[0.15, -0.05, 0.20], [-0.27, 0.27, -0.66], [-3.84, 2.55, 2.46], [0.43, -0.12, -0.23], [3.53, -2.65, -1.76]], "multiplicity": 1, "e_above_lowest_kj_mol": 174.2, "homo_lumo_gap_ev": 9.0, "homo_ev": -10.7, "lumo_energy_ha": -0.0623}

Entry 2:
{"formula": "C3HF", "method": "ωB97M-V with the def2-TZVPD basis set", "species": ["C", "C", "C", "F", "H"], "coordinates": [[-2.97854, 1.43784, -0.05701], [-2.15817, 0.46793, 0.04571], [-1.37945, -0.54473, 0.07103], [-1.50394, -1.83802, -0.02776], [0.66308, 0.07184, -0.18081]], "atomic_forces_ev_per_a": [[0.00, 0.21, 0.03], [-1.30, 0.18, 0.18], [4.33, -0.56, -1.04], [-0.07, 1.34, 0.33], [-2.96, -1.17, 0.50]], "multiplicity": 1, "e_above_lowest_kj_mol": 387.3, "homo_lumo_gap_ev": [7.8, 7.8], "homo_ev": [-10.0, -10.0], "lumo_energy_ha": [-0.0782, -0.0782]}

Entry 3:
{"formula": "C3HF2N", "method": "ωB97M-V with the def2-TZVPD basis set", "species": ["C", "C", "C", "H", "N", "F", "F"], "coordinates": [[-0.16055, -1.00023, 0.16261], [-0.13438, 0.32622, 0.36484], [0.34929, 1.24404, -0.65283], [-0.56349, 0.79933, 1.29015], [0.88787, 2.02929, -1.32937], [0.21669, -1.57951, -0.92901], [-0.59543, -1.81915, 1.09362]], "atomic_forces_ev_per_a": [[-0.32, 1.80, 0.94], [-0.57, 0.60, -0.02], [1.25, 0.80, -0.31], [0.64, -0.89, -1.06], [-1.29, -1.50, 1.07], [0.10, -0.57, -0.10], [0.18, -0.24, -0.52]], "smiles": "N#CC=C(F)F", "multiplicity": 1, "e_above_lowest_kj_mol": 2.8, "homo_lumo_gap_ev": 11.0, "homo_ev": -10.5, "lumo_energy_ha": 0.0201}

Entry 4:
{"formula": "C3HF2N", "method": "ωB97M-V with the def2-TZVPD basis set", "species": ["C", "C", "C", "H", "N", "F", "F"], "coordinates": [[1.20926, 0.06210, 0.09800], [-0.03848, 0.49879, -0.05453], [-1.15013, -0.39536, -0.01875], [2.00367, 0.78982, -0.01981], [-2.03422, -1.13104, 0.02542], [1.58899, -1.16798, -0.03189], [-0.24322, 1.84956, -0.00217]], "atomic_forces_ev_per_a": [[0.06, 2.10, -1.57], [0.26, 0.14, 1.03], [-0.63, 0.24, -0.14], [0.20, -0.02, 0.56], [0.27, 0.17, -0.04], [0.02, -1.45, 0.33], [-0.19, -1.18, -0.18]], "smiles": "N#C/C(F)=C\\F", "multiplicity": 1, "e_above_lowest_kj_mol": 65.0, "homo_lumo_gap_ev": 10.7, "homo_ev": -10.6, "lumo_energy_ha": 0.0056}

multiplicity of number 2 (C3HF)?
1